No. 1
# C43H113N5O21

A cluster of 11 separate species, C43H113N5O21 in total (ωB97M-V/def2-TZVPD, the Open Molecules 2025 dataset).

HOMO-LUMO gap ... 8.986 eV

Each line ends with the Löwdin charge.
Element x y z (Å)
C  -7.158  -1.024  -7.476  -0.10
O  -6.536  0.238  -7.161  -0.20
C  -5.760  0.247  -5.948  -0.21
C  -4.930  1.536  -5.773  -0.20
N  -3.965  1.401  -4.652  -0.05
C  -4.519  1.696  -3.376  -0.24
C  -3.428  1.823  -2.335  -0.17
O  -2.510  2.956  -2.678  -0.23
C  -2.554  4.205  -1.870  -0.06
H  -6.447  -1.841  -7.352  0.07
H  -7.407  -0.969  -8.536  0.09
H  -7.985  -1.363  -6.852  0.08
H  -5.145  -0.653  -5.959  0.11
H  -6.420  0.193  -5.083  0.11
H  -5.416  2.508  -5.860  0.12
H  -4.385  1.635  -6.711  0.11
H  -3.251  2.015  -5.016  0.11
H  -5.229  0.951  -3.019  0.12
H  -5.086  2.626  -3.405  0.12
H  -2.759  0.967  -2.242  0.08
H  -3.865  1.982  -1.350  0.12
H  -1.825  4.913  -2.264  0.08
H  -2.402  3.959  -0.820  0.06
H  -3.540  4.651  -2.005  0.08
C  7.429  3.922  3.632  -0.15
O  6.080  3.868  3.388  -0.18
C  5.559  2.897  4.302  -0.25
C  4.256  2.351  3.790  -0.21
N  3.311  3.500  3.597  -0.02
C  2.168  3.039  2.792  -0.17
C  1.370  4.328  2.333  -0.23
O  2.039  5.110  1.379  -0.18
C  1.269  6.129  0.825  -0.12
H  7.838  2.968  3.301  0.09
H  7.732  4.078  4.667  0.09
H  7.757  4.781  3.046  0.10
H  5.404  3.329  5.290  0.12
H  6.243  2.105  4.608  0.12
H  3.900  1.620  4.516  0.12
H  4.528  1.749  2.923  0.10
H  3.966  4.083  3.095  0.09
H  1.521  2.408  3.401  0.12
H  2.459  2.717  1.792  0.10
H  1.160  4.835  3.274  0.12
H  0.403  3.999  1.950  0.09
H  1.061  6.851  1.615  0.08
H  0.235  5.787  0.798  0.07
H  1.687  6.636  -0.046  0.10
C  -1.544  0.623  2.655  -0.05
O  -1.268  2.062  2.591  -0.20
C  -2.319  2.966  2.437  -0.23
C  -3.553  3.001  3.342  -0.18
N  -4.329  4.271  3.355  -0.07
C  -3.695  5.316  4.151  -0.18
C  -4.222  5.366  5.679  -0.26
O  -5.568  5.578  5.759  -0.16
C  -5.990  5.776  7.110  -0.11
H  -2.473  0.433  2.117  0.07
H  -1.726  0.382  3.702  0.08
H  -0.731  -0.033  2.344  0.08
H  -2.638  2.951  1.395  0.11
H  -1.792  3.919  2.478  0.10
H  -3.352  2.857  4.403  0.11
H  -4.325  2.287  3.053  0.12
H  -5.254  4.182  3.750  0.10
H  -3.995  6.329  3.883  0.10
H  -2.615  5.264  4.011  0.11
H  -3.715  6.106  6.299  0.12
H  -3.911  4.387  6.042  0.11
H  -7.019  6.133  7.121  0.09
H  -5.466  6.524  7.706  0.08
H  -5.991  5.000  7.875  0.08
C  -2.853  -4.091  0.707  -0.03
O  -4.008  -3.213  1.015  -0.21
C  -3.726  -2.242  1.995  -0.20
C  -5.042  -2.132  2.846  -0.18
N  -6.199  -1.689  2.064  -0.05
C  -7.428  -1.695  2.840  -0.21
C  -8.345  -2.961  2.884  -0.15
O  -7.767  -3.938  3.858  -0.21
C  -8.788  -4.804  4.341  -0.12
H  -2.623  -4.739  1.553  0.09
H  -1.913  -3.630  0.405  0.06
H  -3.241  -4.727  -0.089  0.09
H  -3.475  -1.270  1.570  0.10
H  -2.806  -2.378  2.564  0.11
H  -4.809  -1.376  3.595  0.11
H  -5.213  -3.038  3.427  0.11
H  -6.406  -2.398  1.375  0.09
H  -7.959  -0.945  2.254  0.11
H  -7.248  -1.325  3.849  0.12
H  -8.640  -3.399  1.930  0.12
H  -9.173  -2.410  3.331  0.10
H  -9.032  -5.417  3.473  0.08
H  -9.691  -4.233  4.560  0.08
H  -8.460  -5.447  5.158  0.09
C  3.548  -1.949  -2.220  -0.09
O  4.763  -2.592  -2.624  -0.19
C  5.567  -2.969  -1.499  -0.20
C  6.755  -3.796  -1.995  -0.22
N  7.385  -4.260  -0.808  -0.09
C  8.639  -4.925  -1.122  -0.21
C  9.360  -5.478  0.168  -0.18
O  9.631  -4.308  1.032  -0.21
C  9.846  -4.722  2.451  -0.07
H  2.884  -2.718  -1.825  0.08
H  3.102  -1.488  -3.101  0.07
H  3.772  -1.364  -1.328  0.08
H  5.061  -3.522  -0.708  0.12
H  5.896  -1.994  -1.141  0.09
H  7.395  -3.135  -2.579  0.12
H  6.493  -4.614  -2.667  0.13
H  7.687  -3.578  -0.127  0.11
H  9.268  -4.203  -1.642  0.11
H  8.468  -5.699  -1.870  0.11
H  10.253  -6.084  0.012  0.11
H  8.726  -6.267  0.572  0.11
H  10.616  -5.474  2.624  0.08
H  8.904  -5.077  2.867  0.08
H  10.029  -3.800  3.004  0.08
C  2.863  1.423  -4.075  -0.02
C  3.914  2.528  -4.329  -0.46
C  3.960  3.666  -3.303  -0.05
O  5.116  1.851  -4.263  -0.04
H  2.148  1.323  -4.892  0.07
H  2.209  1.459  -3.204  0.06
H  3.236  0.401  -4.003  0.06
H  3.709  3.023  -5.277  0.14
H  4.667  4.464  -3.531  0.08
H  4.086  3.392  -2.256  0.06
H  2.996  4.158  -3.171  0.08
H  5.620  2.203  -5.001  0.11
O  1.418  0.092  0.156  -0.06
C  0.450  0.557  -0.783  -0.19
C  -0.119  -0.625  -1.666  -0.24
O  -0.837  -1.450  -0.849  -0.06
H  2.278  0.514  0.086  0.05
H  -0.415  1.031  -0.318  0.11
H  0.880  1.342  -1.406  0.10
H  0.683  -1.180  -2.152  0.09
H  -0.657  -0.066  -2.432  0.11
H  -0.355  -1.570  -0.028  0.07
O  -5.561  -2.009  -0.714  -0.11
C  -5.132  -2.520  -1.980  -0.19
C  -3.799  -1.833  -2.386  -0.23
O  -2.845  -2.828  -2.208  -0.08
H  -4.979  -2.423  -0.073  0.00
H  -5.191  -3.608  -2.022  0.12
H  -5.903  -2.006  -2.553  0.10
H  -3.538  -0.892  -1.901  0.10
H  -3.832  -1.568  -3.443  0.10
H  -2.094  -2.464  -1.733  0.03
O  1.937  -3.947  -4.511  -0.06
C  0.571  -3.647  -4.121  -0.21
C  -0.068  -2.478  -4.859  -0.22
O  0.697  -1.250  -4.750  -0.09
H  2.481  -3.169  -4.372  0.05
H  -0.080  -4.498  -4.320  0.13
H  0.480  -3.336  -3.080  0.10
H  -0.974  -2.316  -4.275  0.10
H  -0.282  -2.744  -5.894  0.12
H  0.127  -0.509  -4.970  0.08
O  0.320  -2.775  2.075  -0.07
C  0.604  -4.027  1.396  -0.25
C  2.018  -4.466  1.473  -0.21
O  2.564  -5.167  0.279  -0.08
H  -0.074  -2.988  2.925  0.08
H  0.001  -4.813  1.849  0.12
H  0.409  -3.846  0.339  0.11
H  1.990  -5.153  2.319  0.11
H  2.621  -3.581  1.674  0.12
H  3.474  -5.422  0.448  0.07
O  4.309  1.756  0.109  -0.08
C  5.497  0.957  0.128  -0.21
C  6.287  0.744  -1.234  -0.25
O  6.664  1.963  -1.757  -0.05
H  4.544  2.680  0.220  0.08
H  6.225  1.367  0.827  0.11
H  5.271  -0.063  0.439  0.10
H  5.673  0.240  -1.981  0.11
H  7.115  0.095  -0.948  0.11
H  6.047  2.096  -2.480  0.04

---

No. 2
# C43H28F5N2O6PPdSi

A structure of composition C43H28F5N2O6PPdSi (ωB97M-V/def2-TZVPD, the Open Molecules 2025 dataset).

Expectation value of S² ... 6.065
Spin multiplicity ... 5
HOMO-LUMO gap (spin up / spin down) ... 6.946 / 6.844 eV

Each line ends with the Löwdin charge.
Element x y z (Å)
Pd  -0.217  0.331  -0.959  0.85
C  -3.755  4.901  3.406  -0.07
C  -2.420  4.518  3.473  -0.07
C  -1.906  3.634  2.540  -0.07
C  -2.733  3.139  1.532  -0.33
C  -4.070  3.519  1.465  -0.07
C  -4.578  4.403  2.407  -0.07
P  -2.001  2.064  0.301  1.18
C  -3.261  1.180  -0.611  -0.35
C  -4.135  0.342  0.092  -0.08
C  -5.008  -0.475  -0.605  -0.06
C  -4.997  -0.485  -1.997  -0.07
C  -4.120  0.333  -2.696  -0.07
C  -3.251  1.166  -2.008  -0.09
C  -0.977  3.030  -0.810  -0.38
C  -1.154  4.395  -1.027  -0.07
C  -0.272  5.060  -1.864  -0.08
C  0.770  4.360  -2.460  -0.07
C  0.946  2.999  -2.233  -0.12
C  0.076  2.306  -1.400  -0.26
H  -4.157  5.585  4.143  0.11
H  -1.782  4.903  4.257  0.11
H  -0.871  3.319  2.589  0.11
H  -4.711  3.128  0.684  0.11
H  -5.617  4.702  2.358  0.11
H  -4.100  0.313  1.175  0.11
H  -5.685  -1.123  -0.064  0.11
H  -5.666  -1.142  -2.538  0.11
H  -4.105  0.318  -3.777  0.11
H  -2.564  1.800  -2.553  0.11
H  -1.961  4.930  -0.540  0.11
H  -0.391  6.120  -2.044  0.10
H  1.464  4.884  -3.107  0.11
H  1.782  2.497  -2.706  0.07
C  3.072  -4.697  -2.103  -0.08
C  2.751  -3.880  -3.213  -0.04
C  2.411  -2.523  -3.010  -0.11
C  2.326  -1.963  -1.767  -0.24
C  2.512  -2.831  -0.556  -0.27
C  3.005  -4.212  -0.841  0.02
Si  1.947  -0.151  -1.696  0.72
C  3.251  0.815  -0.799  -0.32
C  3.047  1.730  0.231  -0.10
C  4.122  2.418  0.781  -0.07
C  5.408  2.207  0.304  -0.08
C  5.624  1.301  -0.726  -0.08
C  4.554  0.609  -1.271  -0.10
H  3.390  -5.718  -2.268  0.11
H  2.809  -4.277  -4.217  0.10
H  2.211  -1.905  -3.880  0.10
H  1.548  -2.904  -0.028  0.14
H  3.274  -4.822  0.010  0.11
H  1.945  0.263  -3.113  0.02
H  2.048  1.911  0.608  0.08
H  3.952  3.121  1.587  0.10
H  6.242  2.746  0.734  0.10
H  6.626  1.130  -1.101  0.10
H  4.738  -0.110  -2.064  0.11
O  -1.826  0.208  2.248  0.04
C  -0.624  0.220  2.015  -0.59
O  -0.028  1.087  1.253  -0.17
C  0.265  -0.821  2.631  -0.11
C  -0.144  -1.538  3.743  0.07
C  0.676  -2.558  4.180  -0.11
C  1.833  -2.942  3.532  0.09
C  2.195  -2.225  2.401  -0.13
C  1.449  -1.134  1.985  0.06
N  3.308  -2.654  1.639  -0.22
O  3.414  -2.114  0.366  -0.02
O  4.076  -3.567  1.981  0.06
N  0.270  -3.320  5.388  -0.35
O  -0.720  -2.945  5.977  0.09
O  0.960  -4.261  5.716  0.09
H  -1.075  -1.316  4.241  0.14
H  2.421  -3.780  3.876  0.13
H  1.769  -0.554  1.134  0.09
F  -0.860  -0.902  -3.441  0.02
C  -1.095  -1.921  -2.560  -0.28
C  -0.863  -1.714  -1.215  -0.09
C  -1.136  -2.806  -0.425  -0.24
F  -0.969  -2.748  0.919  0.08
C  -1.580  -4.023  -0.917  -0.15
F  -1.817  -5.053  -0.096  0.12
C  -1.783  -4.173  -2.276  -0.14
F  -2.217  -5.337  -2.769  0.12
C  -1.542  -3.101  -3.118  -0.15
F  -1.744  -3.225  -4.436  0.11

---

No. 3
# C43H29BaF3N3PSe4

A structure of composition C43H29BaF3N3PSe4 (ωB97M-V/def2-TZVPD, the Open Molecules 2025 dataset).

Net charge ... -2
HOMO-LUMO gap (spin up / spin down) ... 4.155 / 4.154 eV

Each line ends with the Löwdin charge.
Element x y z (Å)
Ba  2.304  -23.160  9.455  1.36
C  -0.270  -30.727  8.405  -0.12
C  0.848  -30.526  9.194  -0.11
C  1.133  -29.236  9.597  -0.10
C  0.388  -28.109  9.147  -0.35
C  -0.581  -28.344  8.146  -0.08
C  -0.990  -29.653  7.918  -0.10
P  0.807  -26.439  9.739  1.07
C  -0.784  -25.542  9.974  -0.35
C  -1.261  -25.009  8.775  -0.14
C  -2.272  -24.045  8.770  -0.10
C  -2.903  -23.629  9.952  -0.09
C  -2.541  -24.308  11.132  -0.09
C  -1.442  -25.185  11.172  -0.07
C  1.280  -26.682  11.456  -0.38
C  0.448  -27.479  12.223  -0.13
C  0.821  -27.842  13.537  -0.09
C  2.069  -27.457  14.025  -0.05
C  2.916  -26.656  13.232  -0.17
C  4.269  -26.274  13.556  -0.08
C  4.919  -25.388  12.741  -0.11
C  4.311  -24.808  11.574  -0.22
C  3.066  -25.133  11.199  -0.33
C  2.484  -26.196  11.942  -0.24
H  -0.538  -31.731  8.146  0.08
H  1.409  -31.370  9.574  0.09
H  2.020  -29.113  10.267  0.12
H  -1.061  -27.486  7.642  0.09
H  -1.845  -29.858  7.266  0.10
H  -0.900  -25.395  7.808  0.07
H  -2.583  -23.711  7.811  0.09
H  -3.759  -22.862  9.933  0.13
H  -3.098  -24.154  12.094  0.11
H  -1.155  -25.631  12.107  0.08
H  -0.534  -27.805  11.759  0.13
H  0.202  -28.513  14.137  0.09
H  2.475  -27.862  14.978  0.11
H  4.769  -26.654  14.466  0.10
H  5.942  -25.079  13.024  0.09
H  4.888  -24.105  10.988  0.05
Se  1.073  -21.332  12.196  -0.40
Se  -0.011  -20.849  10.148  -0.38
Se  0.375  -21.065  7.545  -0.29
Se  0.212  -18.813  7.214  -0.33
N  8.718  -20.201  6.593  0.16
C  9.803  -20.392  5.755  -0.19
C  10.968  -19.631  5.532  -0.04
C  11.881  -20.143  4.626  -0.13
C  11.650  -21.347  3.947  -0.12
C  10.463  -22.052  4.112  -0.02
C  9.472  -21.539  4.991  -0.23
N  8.225  -22.006  5.310  0.18
C  7.822  -21.204  6.280  -0.29
C  6.614  -21.355  6.984  -0.17
C  5.731  -22.320  6.433  0.04
C  4.530  -22.430  7.101  -0.21
N  4.203  -21.734  8.198  -0.11
C  5.102  -20.832  8.730  -0.10
C  6.305  -20.579  8.103  -0.02
H  8.532  -19.438  7.251  0.16
H  11.006  -18.603  5.918  0.11
H  12.846  -19.591  4.527  0.10
H  12.376  -21.728  3.238  0.09
H  10.255  -22.931  3.528  0.10
H  6.059  -22.939  5.603  0.11
H  3.590  -22.952  6.653  -0.12
H  4.739  -20.330  9.647  0.12
H  7.097  -19.929  8.464  0.09
F  -0.483  -29.536  3.087  0.08
C  -1.353  -28.562  3.536  -0.51
F  -2.125  -28.198  2.482  0.12
F  -2.200  -29.171  4.446  0.08
C  -0.529  -27.448  4.182  -0.10
C  0.903  -27.387  4.112  -0.01
C  1.581  -26.292  4.587  -0.04
C  0.892  -25.291  5.257  -0.25
C  -0.504  -25.325  5.327  -0.07
C  -1.223  -26.327  4.766  -0.03
C  1.649  -24.224  5.853  -0.12
C  2.382  -23.439  6.484  -0.19
H  1.373  -28.208  3.568  0.11
H  2.660  -26.202  4.537  0.12
H  -1.057  -24.513  5.764  0.11
H  -2.308  -26.230  4.717  0.12

---

No. 4
# C43H31F5P2PdSeSi

A structure of composition C43H31F5P2PdSeSi (ωB97M-V/def2-TZVPD, the Open Molecules 2025 dataset).

Net charge ... +2
HOMO-LUMO gap ... 6.527 eV

Each line ends with the Löwdin charge.
Element x y z (Å)
Pd  -0.299  0.628  -0.258  0.36
C  0.380  1.762  2.941  -0.15
Si  -0.175  0.223  2.079  0.62
C  -1.954  -0.193  2.494  -0.27
C  -2.331  -0.370  3.824  -0.07
C  -3.646  -0.667  4.160  -0.03
C  -4.610  -0.789  3.169  -0.03
C  -4.260  -0.608  1.839  -0.05
C  -2.938  -0.313  1.510  -0.37
P  -2.472  -0.170  -0.220  0.97
C  -3.871  0.495  -1.113  -0.42
C  -4.375  -0.136  -2.252  -0.06
C  -5.508  0.366  -2.870  -0.04
C  -6.139  1.493  -2.360  -0.03
C  -5.647  2.117  -1.221  -0.04
C  -4.519  1.625  -0.591  -0.16
C  -1.968  -1.761  -0.879  -0.36
C  -2.010  -2.893  -0.063  -0.05
C  -1.635  -4.122  -0.585  -0.04
C  -1.221  -4.220  -1.906  -0.04
C  -1.153  -3.088  -2.710  -0.06
C  -1.505  -1.853  -2.197  -0.11
C  0.958  -1.233  2.370  -0.29
C  0.954  -2.016  3.523  -0.06
C  1.959  -2.951  3.730  -0.04
C  2.987  -3.097  2.810  -0.04
C  3.009  -2.331  1.654  -0.07
C  1.972  -1.430  1.421  -0.38
P  1.863  -0.370  -0.032  1.03
C  3.247  0.778  0.037  -0.33
C  3.969  1.173  -1.089  -0.07
C  5.042  2.039  -0.944  -0.06
C  5.394  2.520  0.308  -0.05
C  4.682  2.123  1.433  -0.05
C  3.614  1.248  1.303  -0.09
C  1.973  -1.335  -1.536  -0.35
C  2.212  -2.705  -1.567  -0.06
C  2.289  -3.367  -2.788  -0.06
C  2.100  -2.677  -3.972  -0.06
C  1.808  -1.318  -3.946  -0.05
C  1.743  -0.649  -2.736  -0.13
H  0.670  1.520  3.968  0.06
H  -0.459  2.458  2.988  0.04
H  1.235  2.238  2.462  0.02
H  -1.603  -0.259  4.619  0.11
H  -3.919  -0.794  5.199  0.12
H  -5.634  -1.017  3.431  0.12
H  -5.013  -0.698  1.067  0.12
H  -3.907  -1.027  -2.644  0.10
H  -5.903  -0.129  -3.746  0.12
H  -7.025  1.880  -2.845  0.12
H  -6.150  2.986  -0.817  0.12
H  -4.156  2.098  0.311  0.10
H  -2.357  -2.823  0.960  0.11
H  -1.687  -5.006  0.036  0.12
H  -0.949  -5.185  -2.314  0.12
H  -0.825  -3.168  -3.737  0.12
H  -1.443  -0.970  -2.824  0.11
H  0.178  -1.899  4.269  0.10
H  1.953  -3.558  4.626  0.12
H  3.777  -3.812  2.995  0.12
H  3.820  -2.439  0.945  0.12
H  3.725  0.790  -2.070  0.10
H  5.606  2.338  -1.818  0.12
H  6.235  3.193  0.412  0.12
H  4.972  2.475  2.414  0.12
H  3.097  0.903  2.188  0.10
H  2.343  -3.262  -0.651  0.10
H  2.502  -4.428  -2.807  0.12
H  2.171  -3.196  -4.919  0.12
H  1.645  -0.776  -4.868  0.12
H  1.524  0.412  -2.731  0.08
F  3.664  5.463  -0.288  0.18
C  2.536  4.800  -0.420  -0.11
C  1.585  4.859  0.589  -0.13
F  1.826  5.575  1.677  0.16
C  0.399  4.176  0.439  -0.26
F  -0.523  4.271  1.389  0.10
C  0.151  3.387  -0.689  -0.47
Se  -1.540  2.553  -0.940  0.98
C  1.132  3.346  -1.690  -0.26
F  0.932  2.647  -2.805  0.08
C  2.303  4.065  -1.575  -0.15
F  3.190  4.089  -2.557  0.16